Record 1
C33H35LuN7OS as an isolated structure. Source: OMol25; level of theory: ωB97M-V/def2-TZVPD.

Computed properties:
Relative energy (zero: lowest compared OMol25 entry of this formula, charge and spin) in kJ/mol: 23.1
Electronic energy in Ha: -3370.05326
Maximum force in eV/A: 0.55
Total charge: +3
Multiplicity: 1
Gap between HOMO and LUMO in eV: 4.7

Element x y z (Å)
Lu -2.825 -1.166 -0.422
C -5.478 0.285 -0.038
N -5.269 -1.176 -0.229
C -6.141 -1.613 -1.348
C -5.703 -1.889 1.007
C -4.621 -1.908 2.079
N -3.323 -2.421 1.565
C -2.304 -2.247 2.632
C -3.449 -3.875 1.286
H -6.546 0.518 -0.039
H -5.011 0.856 -0.848
H -5.075 0.611 0.923
H -7.191 -1.442 -1.100
H -6.007 -2.677 -1.543
H -5.913 -1.043 -2.249
H -5.984 -2.906 0.737
H -6.595 -1.410 1.419
H -4.972 -2.539 2.900
H -4.452 -0.906 2.482
H -2.609 -2.765 3.544
H -2.172 -1.191 2.864
H -1.350 -2.660 2.310
H -3.890 -4.394 2.140
H -2.465 -4.309 1.111
H -4.079 -4.058 0.413
C 10.276 2.999 1.887
O 9.029 3.672 2.049
C 7.900 3.049 1.767
C 6.721 3.797 1.951
C 5.498 3.232 1.720
C 5.392 1.897 1.281
C 6.569 1.170 1.073
C 7.806 1.729 1.306
C 4.079 1.349 1.064
N 2.943 2.021 1.240
C 1.954 1.164 0.937
C 2.459 -0.083 0.557
N 3.815 0.063 0.645
C 1.617 -1.137 0.153
C 2.062 -2.405 -0.280
C 1.160 -3.354 -0.685
C -0.197 -3.033 -0.680
N -0.662 -1.859 -0.267
C 0.213 -0.904 0.174
C -0.320 0.357 0.617
N -1.685 0.549 0.623
C -2.152 1.743 0.994
C -1.349 2.810 1.376
C 0.016 2.641 1.366
C 0.552 1.404 0.979
H 11.036 3.713 2.183
H 10.433 2.708 0.847
H 10.333 2.119 2.531
H 6.824 4.822 2.280
H 4.595 3.803 1.874
H 6.533 0.144 0.722
H 8.698 1.145 1.126
H 4.520 -0.631 0.464
H 3.121 -2.627 -0.298
H 1.479 -4.331 -1.017
H -0.928 -3.754 -1.032
H -3.230 1.862 0.996
H -1.802 3.747 1.668
H 0.697 3.436 1.644
S -3.258 -0.988 -5.359
C -3.472 -1.498 -3.761
N -2.752 -0.904 -2.831
C -1.928 0.069 -3.426
C -1.006 0.898 -2.787
C -0.283 1.803 -3.534
C -0.464 1.901 -4.918
C -1.362 1.087 -5.573
C -2.086 0.169 -4.816
H -4.169 -2.295 -3.539
H -0.847 0.830 -1.724
H 0.438 2.442 -3.042
H 0.110 2.626 -5.479
H -1.501 1.159 -6.643

Charge distribution, Mulliken scheme, values in e: number 1, Lu, carries 1.792; number 2, C, carries -1.315; number 3, N, carries 0.342; number 4, C, carries -1.270; number 5, C, carries -0.875; number 6, C, carries -0.925; number 7, N, carries 0.000; number 8, C, carries -1.197; number 9, C, carries -1.094; number 10, H, carries 0.547; number 11, H, carries 0.358; number 12, H, carries 0.399; number 13, H, carries 0.372; number 14, H, carries 0.384; number 15, H, carries 0.454; number 16, H, carries 0.502; number 17, H, carries 0.396; number 18, H, carries 0.441; number 19, H, carries 0.423; number 20, H, carries 0.484; number 21, H, carries 0.366; number 22, H, carries 0.361; number 23, H, carries 0.371; number 24, H, carries 0.387; number 25, H, carries 0.386; number 26, C, carries -0.844; number 27, O, carries -0.436; number 28, C, carries 0.883; number 29, C, carries -0.638; number 30, C, carries -0.528; number 31, C, carries 0.490; number 32, C, carries -0.731; number 33, C, carries -0.705; number 34, C, carries 0.248; number 35, N, carries -0.867; number 36, C, carries 0.952; number 37, C, carries 0.039; number 38, N, carries -0.116; number 39, C, carries 0.209; number 40, C, carries -0.734; number 41, C, carries -1.161; number 42, C, carries -0.330; number 43, N, carries 0.273; number 44, C, carries 0.288; number 45, C, carries 0.083; number 46, N, carries 0.375; number 47, C, carries -0.308; number 48, C, carries -0.935; number 49, C, carries -0.820; number 50, C, carries 0.515; number 51, H, carries 0.247; number 52, H, carries 0.354; number 53, H, carries 0.356; number 54, H, carries 0.450; number 55, H, carries 0.487; number 56, H, carries 0.241; number 57, H, carries 0.437; number 58, H, carries 0.204; number 59, H, carries 0.520; number 60, H, carries 0.485; number 61, H, carries 0.563; number 62, H, carries 0.227; number 63, H, carries 0.507; number 64, H, carries 0.666; number 65, S, carries -0.126; number 66, C, carries -0.391; number 67, N, carries -0.158; number 68, C, carries -0.507; number 69, C, carries 0.259; number 70, C, carries -0.767; number 71, C, carries -0.641; number 72, C, carries -0.557; number 73, C, carries 0.456; number 74, H, carries 0.470; number 75, H, carries 0.545; number 76, H, carries 0.493; number 77, H, carries 0.435; number 78, H, carries 0.452

=====

Record 2
C33H35N3O2S2Se2Ti as an isolated structure. Source: OMol25; level of theory: ωB97M-V/def2-TZVPD.

Computed properties:
Relative energy (zero: lowest compared OMol25 entry of this formula, charge and spin) in kJ/mol: 0.0
Electronic energy in Ha: -8042.14689
Maximum force in eV/A: 0.12
Multiplicity: 1
Gap between HOMO and LUMO in eV: 7.3

Element x y z (Å)
Ti 0.033 0.945 0.829
C 0.238 0.489 4.587
C -1.198 0.900 4.404
C -1.876 1.569 5.415
C -3.203 1.933 5.254
C -3.866 1.612 4.082
C -3.220 0.942 3.049
C -3.960 0.565 1.800
C -1.878 0.612 3.217
N -1.119 -0.036 2.178
C -1.228 -1.400 2.157
O -2.054 -2.094 2.717
C -0.087 -2.011 1.392
C 0.245 -3.350 1.352
C 1.455 -3.701 0.763
C 2.292 -2.720 0.249
C 1.864 -1.409 0.313
N 0.702 -1.090 0.862
C 2.634 -0.207 -0.146
O 3.721 -0.326 -0.677
N 1.962 0.949 0.142
C 2.678 2.139 -0.225
C 2.731 2.530 -1.564
C 2.120 1.685 -2.646
C 3.425 3.691 -1.886
C 4.067 4.433 -0.909
C 4.037 4.007 0.409
C 3.354 2.852 0.769
C 3.387 2.362 2.191
H 0.589 0.761 5.581
H 0.895 0.970 3.856
H 0.357 -0.591 4.469
H -1.355 1.802 6.337
H -3.722 2.457 6.046
H -4.909 1.881 3.961
H -4.000 -0.520 1.696
H -3.468 0.964 0.912
H -4.981 0.944 1.829
H -0.416 -4.075 1.805
H 1.754 -4.740 0.726
H 3.255 -2.939 -0.190
H 1.149 1.278 -2.360
H 2.774 0.836 -2.860
H 1.999 2.262 -3.562
H 3.464 4.008 -2.922
H 4.605 5.334 -1.177
H 4.567 4.565 1.172
H 4.110 2.934 2.771
H 3.671 1.309 2.237
H 2.413 2.464 2.672
C -2.765 -3.688 -0.578
Se -2.941 -1.775 -0.849
C -2.792 -1.741 -2.796
C -1.603 -2.493 -3.360
Se 0.058 -1.923 -2.510
C 1.257 -2.696 -3.832
H -2.896 -3.848 0.491
H -1.772 -4.022 -0.876
H -3.536 -4.228 -1.123
H -2.724 -0.679 -3.036
H -3.718 -2.130 -3.219
H -1.514 -2.294 -4.429
H -1.714 -3.569 -3.222
H 1.090 -2.243 -4.806
H 1.123 -3.774 -3.888
H 2.271 -2.476 -3.505
S -0.297 2.934 1.875
C -0.122 3.625 0.253
C 0.536 4.860 0.130
C 0.634 5.488 -1.088
C 0.118 4.878 -2.234
C -0.472 3.640 -2.145
C -0.618 3.001 -0.904
S -1.394 1.409 -0.871
H 0.950 5.317 1.020
H 1.122 6.451 -1.157
H 0.196 5.370 -3.194
H -0.847 3.142 -3.030

Charge distribution, Mulliken scheme, values in e: number 1, Ti, carries -0.303; number 2, C, carries -1.176; number 3, C, carries 1.835; number 4, C, carries -1.196; number 5, C, carries -0.899; number 6, C, carries -1.160; number 7, C, carries 1.129; number 8, C, carries -0.880; number 9, C, carries -0.749; number 10, N, carries 1.910; number 11, C, carries -0.907; number 12, O, carries -0.662; number 13, C, carries 0.593; number 14, C, carries -0.541; number 15, C, carries -0.707; number 16, C, carries -0.279; number 17, C, carries -0.129; number 18, N, carries 0.793; number 19, C, carries -0.708; number 20, O, carries -0.690; number 21, N, carries 1.801; number 22, C, carries -0.779; number 23, C, carries 1.760; number 24, C, carries -1.646; number 25, C, carries -0.886; number 26, C, carries -0.920; number 27, C, carries -1.163; number 28, C, carries 1.332; number 29, C, carries -1.252; number 30, H, carries 0.457; number 31, H, carries 0.096; number 32, H, carries 0.248; number 33, H, carries 0.406; number 34, H, carries 0.414; number 35, H, carries 0.405; number 36, H, carries 0.142; number 37, H, carries 0.041; number 38, H, carries 0.397; number 39, H, carries 0.600; number 40, H, carries 0.471; number 41, H, carries 0.605; number 42, H, carries -0.057; number 43, H, carries 0.442; number 44, H, carries 0.415; number 45, H, carries 0.419; number 46, H, carries 0.433; number 47, H, carries 0.414; number 48, H, carries 0.478; number 49, H, carries 0.205; number 50, H, carries 0.115; number 51, C, carries -1.032; number 52, Se, carries 0.105; number 53, C, carries -0.944; number 54, C, carries -0.896; number 55, Se, carries 0.282; number 56, C, carries -1.182; number 57, H, carries 0.346; number 58, H, carries 0.224; number 59, H, carries 0.437; number 60, H, carries 0.357; number 61, H, carries 0.490; number 62, H, carries 0.506; number 63, H, carries 0.398; number 64, H, carries 0.352; number 65, H, carries 0.348; number 66, H, carries 0.307; number 67, S, carries -0.457; number 68, C, carries 0.659; number 69, C, carries -0.822; number 70, C, carries -0.698; number 71, C, carries -0.572; number 72, C, carries -0.701; number 73, C, carries 0.298; number 74, S, carries -0.205; number 75, H, carries 0.415; number 76, H, carries 0.400; number 77, H, carries 0.418; number 78, H, carries 0.498

=====

Record 3
A 2-piece molecular cluster, C33H35N4OS overall. Source: OMol25; level of theory: ωB97M-V/def2-TZVPD.

Computed properties:
Relative energy (zero: lowest compared OMol25 entry of this formula, charge and spin) in kJ/mol: 341.8
Electronic energy in Ha: -1970.60490
Maximum force in eV/A: 2.83
Total charge: +1
Multiplicity: 1
Gap between HOMO and LUMO in eV: 4.6

Element x y z (Å)
C 2.165 0.956 4.467
S 2.575 0.379 2.773
C 3.876 -0.800 3.311
C 1.352 -0.693 2.195
C -0.018 -0.465 2.578
C -0.892 -1.543 2.901
C -2.178 -1.296 3.365
C -2.652 0.017 3.489
C -3.986 0.269 3.962
N -5.072 0.479 4.348
C -1.819 1.088 3.126
C -0.528 0.856 2.674
H 1.229 1.521 4.454
H 2.108 0.101 5.152
H 2.989 1.617 4.771
H 4.134 -1.453 2.473
H 4.750 -0.198 3.598
H 3.512 -1.371 4.176
H 1.707 -1.722 2.113
H -0.509 -2.564 2.834
H -2.830 -2.129 3.641
H -2.195 2.110 3.214
H 0.105 1.702 2.390
C -2.948 -3.383 -5.398
N -2.689 -2.805 -4.099
C -3.710 -2.516 -3.240
O -4.908 -2.648 -3.481
C -3.084 -1.983 -1.951
C -3.503 -2.787 -0.714
C -4.976 -2.631 -0.404
C -5.810 -3.753 -0.365
C -7.188 -3.594 -0.207
C -7.728 -2.311 -0.037
C -6.883 -1.196 -0.007
C -5.503 -1.356 -0.174
N -1.646 -2.051 -2.238
C -0.743 -1.640 -1.324
C 0.639 -1.735 -1.487
C 1.614 -1.257 -0.615
C 3.012 -1.411 -0.927
C 4.016 -0.773 -0.150
C 5.369 -0.913 -0.427
C 5.786 -1.620 -1.563
C 7.175 -1.703 -1.904
N 8.308 -1.778 -2.195
C 4.826 -2.243 -2.371
C 3.477 -2.170 -2.051
C -1.343 -2.630 -3.566
C -0.646 -3.996 -3.465
C -0.556 -1.690 -4.495
H -4.027 -3.422 -5.560
H -2.488 -2.776 -6.186
H -2.541 -4.400 -5.466
H -3.394 -0.926 -1.830
H -3.273 -3.851 -0.899
H -2.893 -2.452 0.142
H -5.366 -4.743 -0.502
H -7.836 -4.471 -0.225
H -8.807 -2.185 0.073
H -7.292 -0.195 0.138
H -4.829 -0.495 -0.156
H -1.159 -1.197 -0.412
H 0.981 -2.197 -2.413
H 1.304 -0.653 0.249
H 3.694 -0.141 0.682
H 6.118 -0.465 0.228
H 5.150 -2.794 -3.256
H 2.777 -2.702 -2.699
H -1.327 -4.727 -3.006
H -0.383 -4.338 -4.475
H 0.265 -3.930 -2.866
H -1.205 -0.862 -4.812
H 0.327 -1.284 -3.998
H -0.238 -2.252 -5.383

Charge distribution, Mulliken scheme, values in e: number 1, C, carries -1.009; number 2, S, carries 0.118; number 3, C, carries -1.192; number 4, C, carries -1.823; number 5, C, carries 1.665; number 6, C, carries -0.597; number 7, C, carries -0.528; number 8, C, carries 0.373; number 9, C, carries -0.078; number 10, N, carries -0.533; number 11, C, carries -0.935; number 12, C, carries -0.632; number 13, H, carries 0.405; number 14, H, carries 0.324; number 15, H, carries 0.468; number 16, H, carries 0.401; number 17, H, carries 0.428; number 18, H, carries 0.457; number 19, H, carries 0.747; number 20, H, carries 0.400; number 21, H, carries 0.496; number 22, H, carries 0.459; number 23, H, carries 0.672; number 24, C, carries -0.955; number 25, N, carries 0.244; number 26, C, carries 0.185; number 27, O, carries -0.674; number 28, C, carries -0.075; number 29, C, carries -0.317; number 30, C, carries 0.451; number 31, C, carries -0.302; number 32, C, carries -0.612; number 33, C, carries -0.446; number 34, C, carries -0.806; number 35, C, carries -0.139; number 36, N, carries 0.580; number 37, C, carries 0.363; number 38, C, carries -0.218; number 39, C, carries -0.470; number 40, C, carries 0.713; number 41, C, carries -0.640; number 42, C, carries -0.991; number 43, C, carries 0.661; number 44, C, carries -0.163; number 45, N, carries -0.451; number 46, C, carries -0.937; number 47, C, carries -0.365; number 48, C, carries 0.118; number 49, C, carries -1.516; number 50, C, carries -1.585; number 51, H, carries 0.379; number 52, H, carries 0.294; number 53, H, carries 0.318; number 54, H, carries 0.339; number 55, H, carries 0.348; number 56, H, carries 0.191; number 57, H, carries 0.330; number 58, H, carries 0.381; number 59, H, carries 0.381; number 60, H, carries 0.383; number 61, H, carries 0.364; number 62, H, carries 0.810; number 63, H, carries -0.585; number 64, H, carries 0.521; number 65, H, carries 0.989; number 66, H, carries 0.470; number 67, H, carries 0.478; number 68, H, carries 0.392; number 69, H, carries 0.365; number 70, H, carries 0.493; number 71, H, carries 0.365; number 72, H, carries 0.393; number 73, H, carries 0.413; number 74, H, carries 0.450

=====

Question: Which formula does entry 2 have?
Answer: C33H35N3O2S2Se2Ti

=====

Question: The highest electronic energy belongs to which entry?
Answer: C33H35N4OS